DFT (wB97M-V/def2-TZVPD) results for a molecular structure, C7H12O3 in a non-equilibrium geometry.

Last column: natural (NBO) charge in e.
Atoms and positions in Å:
C -1.591130 1.182518 0.369615  -0.265
C 1.567586 2.199993 -0.974466  -0.720
C 1.433805 1.215701 0.159642  0.535
O -0.957228 0.095472 -0.286981  -0.653
O 1.519661 1.531532 1.325018  -0.506
H -1.244978 2.116528 -0.079054  0.178
H -2.676273 1.116898 0.238874  0.177
H -1.361722 1.185859 1.438988  0.198
H 2.466582 1.967718 -1.555363  0.236
H 1.637669 3.212307 -0.583918  0.242
H 0.715264 2.113227 -1.651717  0.238
C -1.253353 -2.394417 -0.332261  -0.703
C -0.885083 -1.320038 0.658936  0.789
C 1.132457 -0.197428 -0.240053  -0.011
C 1.087402 -1.237917 0.679221  -0.556
O -1.328500 -1.210007 1.768967  -0.575
H 1.150776 -0.403970 -1.301985  0.213
H -1.083806 -3.372381 0.119435  0.231
H -0.679438 -2.298405 -1.251005  0.222
H -2.313177 -2.279956 -0.564658  0.246
H 1.299493 -0.991668 1.711659  0.251
H 1.363995 -2.231565 0.351106  0.234

Atoms 1-6, force components in eV/Å:
C -0.1 -0.4 0.1
C 0.1 0.0 0.0
C -0.5 0.3 0.2
O -0.1 -0.7 0.6
O 0.1 -0.2 -0.3
H 0.0 0.0 0.0

The molar mass is 144.17 g mol⁻¹. The LUMO energy comes out at -0.78 eV. The HOMO-LUMO gap comes out at 8.0 eV. The value obtained for the energy above the lowest of the compared OMol25 structures with the same formula, charge and spin is 77.2 kcal per mole. Its strongest force on any atom is 2.1 eV/A.